Version i
ORCA calculation (wB97M-V/def2-TZVPD) on an isolated ion of composition C7H12 and charge -1.

Properties
LUMO level (alpha / beta), eV: 4.36 / 4.32
HOMO level (alpha / beta), eV: -0.755 / -1.222
Frontier orbital gap (alpha / beta), eV: 5.1 / 5.5

```
! wB97M-V def2-TZVPD RIJCOSX def2/J DEFGRID3
* xyz -1 2
C 0.883 -0.976 -2.238
C -0.137 -0.891 -1.076
C -0.068 0.358 -0.269
C 0.851 0.974 0.641
C 1.357 0.335 1.893
C -2.289 0.344 0.926
C -1.229 0.954 0.288
H 1.877 -0.765 -1.839
H 0.811 -1.972 -2.677
H 0.635 -0.183 -2.946
H -1.150 -0.937 -1.481
H -0.073 -1.846 -0.482
H 1.083 2.018 0.384
H 1.681 -0.688 1.671
H 2.118 0.861 2.469
H 0.437 0.242 2.522
H -2.260 -0.740 0.982
H -3.221 0.858 1.123
H -1.305 2.053 0.110
*
```

Version ii
ORCA calculation (wB97M-V/def2-TZVPD) on a 2-piece molecular cluster, C7H12 overall.

Properties
LUMO level (alpha / beta), eV: 4.12 / 4.11
HOMO level (alpha / beta), eV: -1.423 / -1.968
Frontier orbital gap (alpha / beta), eV: 5.5 / 6.1

```
! wB97M-V def2-TZVPD RIJCOSX def2/J DEFGRID3
* xyz -1 2
C -2.165 -0.848 0.995
C -1.052 -1.195 -0.051
C -0.479 0.055 -0.710
C 0.880 0.433 -0.372
C 1.707 -0.205 0.596
C 2.872 0.381 1.037
C -1.079 1.106 -1.651
H -2.897 -0.411 0.331
H -2.451 -1.811 1.448
H -1.799 -0.136 1.785
H -1.415 -2.036 -0.705
H -0.201 -1.592 0.531
H 1.365 1.393 -0.781
H 0.215 0.603 1.552
H 3.285 0.363 2.052
H 3.411 1.043 0.350
H -0.388 1.969 -1.519
H -1.103 0.829 -2.724
H -2.124 1.431 -1.383
*
```

Quick ranking, most stable first: version i, version ii.

Version i
ORCA calculation (wB97M-V/def2-TZVPD) on an isolated ion of composition C7H12 and charge -1.

Properties
LUMO level (alpha / beta), eV: 4.10 / 4.06
HOMO level (alpha / beta), eV: 0.364 / -2.617
Frontier orbital gap (alpha / beta), eV: 3.7 / 6.7

```
! wB97M-V def2-TZVPD RIJCOSX def2/J DEFGRID3
* xyz -1 2
C -1.144 1.388 -1.948
C -0.347 0.226 -1.424
C 0.570 0.454 -0.175
C -0.004 -0.258 1.009
C -1.319 -0.069 1.399
C 2.099 -1.568 1.422
C 0.789 -1.236 1.723
H -0.461 2.181 -2.305
H -1.791 1.806 -1.145
H -1.874 1.149 -2.734
H -0.909 -0.682 -1.192
H 0.273 -0.077 -2.290
H 0.747 1.543 -0.092
H 1.511 0.045 -0.560
H -1.909 0.745 0.991
H -1.798 -0.513 2.270
H 2.616 -1.054 0.632
H 2.673 -2.377 1.852
H 0.277 -1.706 2.566
*
```

Version ii
ORCA calculation (wB97M-V/def2-TZVPD) on an isolated ion of composition C7H12 and charge -1.

Properties
LUMO level (alpha / beta), eV: 4.32 / 4.12
HOMO level (alpha / beta), eV: -1.338 / -1.755
Frontier orbital gap (alpha / beta), eV: 5.7 / 5.9

```
! wB97M-V def2-TZVPD RIJCOSX def2/J DEFGRID3
* xyz -1 2
C -1.556 1.654 0.067
C -0.473 1.236 -0.825
C 0.003 -0.270 -0.420
C -0.217 -1.347 -1.304
C 1.740 0.147 0.054
C 0.646 -0.331 0.869
C 0.540 -1.510 1.631
H -2.035 2.573 -0.374
H -1.334 2.017 1.097
H -2.377 0.926 0.227
H -0.735 1.293 -1.897
H 0.337 2.035 -0.660
H -0.001 -1.258 -2.375
H -0.567 -2.276 -0.844
H 2.178 -0.082 -1.001
H 2.408 0.808 0.449
H 1.152 -1.634 2.521
H -0.569 -1.794 1.923
H 0.861 -2.188 0.863
*
```

Quick ranking, most stable first: version i, version ii.

Version i
ORCA calculation (wB97M-V/def2-TZVPD) on CH5N2 as an isolated structure.

Properties
LUMO level, eV: -4.09
HOMO level, eV: -16.768
Frontier orbital gap, eV: 12.7

```
! wB97M-V def2-TZVPD RIJCOSX def2/J DEFGRID3
* xyz 1 1
C 0.015 0.468 -0.033
N -1.165 -0.043 -0.018
N 1.156 -0.072 0.052
H 0.161 1.617 -0.003
H -1.935 0.459 0.319
H -1.261 -1.046 -0.035
H 1.999 0.464 -0.190
H 1.247 -1.360 -0.076
*
```

Version ii
ORCA calculation (wB97M-V/def2-TZVPD) on an isolated ion of composition CH5N2 and charge +1.

Properties
LUMO level, eV: -4.55
HOMO level, eV: -15.724
SMILES string: [H]/N=C/[NH3+]
Frontier orbital gap, eV: 11.2

```
! wB97M-V def2-TZVPD RIJCOSX def2/J DEFGRID3
* xyz 1 1
C 0.460 -0.423 -0.011
N -0.871 0.247 -0.081
N 1.497 0.206 0.101
H 0.328 -1.562 0.048
H -1.559 0.044 0.680
H -1.450 0.118 -0.913
H 2.452 -0.055 -0.159
H -0.858 1.427 0.335
*
```

Quick ranking, most stable first: version i, version ii.

Version i
ORCA calculation (wB97M-V/def2-TZVPD) on one molecule with the formula C4H7NO3.

Properties
LUMO level, eV: 0.12
HOMO level, eV: -9.308
SMILES string: C=C(O)NOC(C)=O
Frontier orbital gap, eV: 9.4

```
! wB97M-V def2-TZVPD RIJCOSX def2/J DEFGRID3
* xyz 0 1
C -0.892 0.626 0.950
C -0.803 1.282 -0.263
C 0.717 -1.386 -1.302
N 0.250 0.510 1.748
C 0.965 -0.102 -0.561
O 0.843 -0.584 1.029
O -1.802 -0.329 1.121
O 1.850 0.681 -0.774
H -2.118 -0.312 2.037
H 0.882 1.304 1.624
H -0.273 2.221 -0.291
H -1.668 1.243 -0.910
H -0.303 -1.733 -1.156
H 0.973 -1.269 -2.354
H 1.378 -2.152 -0.896
*
```

Version ii
ORCA calculation (wB97M-V/def2-TZVPD) on C4H7NO3 as an isolated structure.

Properties
LUMO level, eV: -0.70
HOMO level, eV: -9.323
Frontier orbital gap, eV: 8.6

```
! wB97M-V def2-TZVPD RIJCOSX def2/J DEFGRID3
* xyz 0 1
C 2.408 -0.033 0.700
C 1.904 0.001 -0.644
C -0.551 0.292 -0.158
C -1.913 -0.371 0.233
H 2.260 1.355 0.975
H 1.451 -0.807 1.538
H 3.607 -0.636 0.720
H 2.117 0.964 -1.289
H 2.247 -0.933 -1.201
H -1.738 -1.561 0.730
H -4.927 0.446 -0.680
N -2.961 0.557 -0.191
O 0.475 -0.421 -0.817
O -0.417 1.483 0.027
O -3.962 -0.336 0.057
*
```

Quick ranking, most stable first: version i, version ii.

Version i
ORCA calculation (wB97M-V/def2-TZVPD) on a 2-piece molecular cluster, C4H7NO3 overall.

Properties
LUMO level, eV: 0.47
HOMO level, eV: -8.794
SMILES string: [H]/N=C/CC(O)=C=O.O
Frontier orbital gap, eV: 9.3

```
! wB97M-V def2-TZVPD RIJCOSX def2/J DEFGRID3
* xyz 0 1
O 2.328 -0.918 -0.767
C 1.132 -0.225 -0.753
C -0.119 -0.884 -0.268
C -0.755 -1.807 -1.231
N -2.030 -2.017 -1.157
C 1.141 1.056 -1.101
O 1.154 2.194 -1.359
H 2.394 -1.444 -1.573
H -1.028 -0.113 0.178
H 0.077 -1.423 0.673
H -0.247 -1.940 -2.197
H -2.440 -2.345 -2.028
H -3.081 -0.744 -0.170
O -2.948 0.183 0.491
H -3.057 -0.126 1.394
*
```

Version ii
ORCA calculation (wB97M-V/def2-TZVPD) on one molecule with the formula C4H7NO3.

Properties
LUMO level, eV: -0.55
HOMO level, eV: -10.110
SMILES string: C[C@H](N)OC(=O)C=O
Frontier orbital gap, eV: 9.6

```
! wB97M-V def2-TZVPD RIJCOSX def2/J DEFGRID3
* xyz 0 1
C -0.091 -0.436 1.024
C 1.430 -0.552 0.974
C -0.414 0.633 -1.090
N -0.745 -1.681 0.672
C -0.737 2.013 -1.646
O -0.551 0.683 0.251
O -0.071 -0.312 -1.773
O -0.892 2.220 -2.839
H -0.367 -0.206 2.059
H -1.752 -1.540 0.667
H -0.492 -1.911 -0.294
H -0.792 2.806 -0.884
H 1.789 -0.817 -0.026
H 1.891 0.408 1.229
H 1.793 -1.309 1.676
*
```

Quick ranking, most stable first: version ii, version i.

Version i
ORCA calculation (wB97M-V/def2-TZVPD) on C5H13N3 as an isolated structure.

Properties
LUMO level, eV: 0.80
HOMO level, eV: -6.553
Frontier orbital gap, eV: 7.3

```
! wB97M-V def2-TZVPD RIJCOSX def2/J DEFGRID3
* xyz 0 1
C -1.080 0.153 1.810
C 1.077 1.013 1.094
N -0.231 0.482 0.640
N -0.824 1.554 -0.132
H -1.841 1.548 -0.028
H -0.625 1.224 -1.136
H -1.250 1.047 2.414
H -2.035 -0.220 1.444
H 0.919 1.933 1.658
H 1.670 1.212 0.202
H 1.569 0.273 1.720
H -0.587 -0.625 2.391
C 0.345 -0.128 -2.161
C -0.010 -0.986 -0.358
C 0.865 -1.893 0.082
N -0.584 -0.311 -3.014
H -0.275 -0.280 -3.990
H 1.417 -0.134 -2.451
H -1.007 -1.273 -0.665
H 1.856 -1.646 0.431
H 0.631 -2.946 0.050
*
```

Version ii
ORCA calculation (wB97M-V/def2-TZVPD) on a 2-piece molecular cluster, C5H13N3 overall.

Properties
LUMO level, eV: 0.96
HOMO level, eV: -6.831
Frontier orbital gap, eV: 7.8

```
! wB97M-V def2-TZVPD RIJCOSX def2/J DEFGRID3
* xyz 0 1
C 0.481 0.935 1.230
C 1.942 0.628 1.287
C -0.254 -1.344 0.865
C -0.521 0.174 0.718
C -0.523 0.465 -1.565
N -1.864 0.523 0.944
N -1.338 -0.481 -2.106
N 0.783 0.291 -1.891
H 0.205 1.913 1.596
H -1.985 1.531 0.930
H -2.468 0.075 0.261
H -2.322 -0.623 -1.931
H -1.034 -1.101 -2.854
H 1.438 1.008 -1.632
H 1.089 -0.515 -2.431
H 2.264 0.481 2.321
H 2.199 -0.276 0.736
H 2.530 1.453 0.879
H 0.124 -1.620 1.844
H -1.200 -1.854 0.697
H 0.453 -1.660 0.102
*
```

Version iii
ORCA calculation (wB97M-V/def2-TZVPD) on C5H13N3 as an isolated structure.

Properties
LUMO level, eV: 0.97
HOMO level, eV: -8.200
Frontier orbital gap, eV: 9.2

```
! wB97M-V def2-TZVPD RIJCOSX def2/J DEFGRID3
* xyz 0 1
C 0.115 -1.049 0.149
C 0.455 0.420 0.154
C 1.107 1.045 -1.062
C -1.116 0.778 0.263
N 0.095 -1.812 1.186
N -0.021 -1.654 -1.090
N -1.813 0.760 -0.935
C -1.595 1.304 1.389
H 0.097 -1.310 2.069
H 2.367 -1.639 1.273
H -0.080 -2.659 -1.012
H 0.627 -1.341 -1.802
H -1.627 -0.053 -1.510
H -2.797 0.969 -0.844
H 0.930 0.708 1.091
H 3.025 -1.249 1.066
H -2.587 1.726 1.431
H -0.996 1.403 2.275
H 1.124 2.132 -0.945
H 2.125 0.675 -1.165
H 0.565 0.847 -1.981
*
```

Quick ranking, most stable first: version iii, version ii, version i.